{
  "formula": "C4H9ClN",
  "method": "ωB97M-V with the def2-TZVPD basis set",
  "elements": ["C", "C", "C", "C", "N", "Cl", "H", "H", "H", "H", "H", "H", "H", "H", "H"],
  "coordinates": [[-1.67, -1.02, 0.98], [-0.96, -1.44, -0.25], [-0.58, 0.97, 0.20], [2.49, 1.70, -1.04], [-0.40, -0.39, 0.58], [3.20, 0.36, -0.28], [-2.63, -0.55, 0.88], [-1.55, -1.83, 1.66], [-0.47, -2.51, -0.37], [-1.37, -1.16, -1.15], [-1.18, 0.94, -0.69], [-0.36, 1.63, 1.06], [2.73, 2.57, -0.50], [2.23, 1.37, -2.08], [0.51, -0.64, 1.02]],
  "lowdin_charge": [0.00, -0.05, 0.13, -0.47, -0.11, 0.53, 0.14, 0.12, 0.19, 0.10, 0.10, 0.12, -0.01, 0.03, 0.19],
  "gap_ev": [6.97, 10.58],
  "homo_ev": [-11.9, -14.1],
  "total_charge": 1
}


{
  "formula": "C4H9ClN2",
  "method": "ωB97M-V with the def2-TZVPD basis set",
  "elements": ["C", "C", "C", "C", "N", "N", "Cl", "H", "H", "H", "H", "H", "H", "H", "H", "H"],
  "coordinates": [[-0.59, -0.90, -1.13], [-0.03, -0.09, 0.07], [-0.71, -0.37, 1.54], [-0.30, 1.41, -0.27], [1.25, -0.61, 0.16], [2.27, 0.37, -0.15], [3.82, -0.10, -0.02], [-1.76, -0.92, -1.20], [-0.14, -0.50, -2.15], [-0.27, -1.93, -1.16], [-0.29, 0.29, 2.16], [-0.37, -1.40, 1.88], [-1.84, -0.27, 1.38], [-0.95, 1.74, 0.44], [0.72, 1.91, -0.28], [-0.81, 1.38, -1.28]],
  "lowdin_charge": [-0.09, -0.66, -0.01, -0.04, 0.02, -0.51, 0.59, 0.11, 0.12, 0.05, 0.01, 0.09, 0.11, 0.03, 0.08, 0.09],
  "gap_ev": 9.28,
  "homo_ev": -9.8,
  "total_charge": 0,
  "smiles": "CC(C)(C)/N=N/Cl"
}


{
  "formula": "C4H9ClN2O",
  "method": "ωB97M-V with the def2-TZVPD basis set",
  "elements": ["C", "N", "C", "N", "O", "C", "C", "Cl", "H", "H", "H", "H", "H", "H", "H", "H", "H"],
  "coordinates": [[-2.63, -0.20, 0.23], [-1.52, -1.18, -0.04], [-0.34, -0.84, 0.07], [0.68, -1.81, -0.05], [1.76, -1.26, -0.79], [0.14, 0.54, 0.60], [1.37, 0.78, 1.53], [0.12, 1.76, -0.83], [-3.61, -0.48, -0.01], [-2.37, 0.66, -0.40], [-2.55, -0.02, 1.33], [0.27, -2.53, -0.62], [2.57, -1.73, -0.36], [-0.71, 0.94, 1.27], [2.26, 0.56, 0.99], [1.37, 1.85, 2.00], [1.17, 0.05, 2.35]],
  "lowdin_charge": [-0.08, 0.05, -0.45, -0.02, -0.10, -0.59, -0.12, 0.53, 0.04, 0.05, 0.09, 0.12, 0.15, 0.10, 0.04, 0.11, 0.09],
  "gap_ev": 10.18,
  "homo_ev": -9.4,
  "total_charge": 0,
  "smiles": "C/N=C(/NO)[C@@H](C)Cl"
}


{
  "formula": "C4H9ClS",
  "method": "ωB97M-V with the def2-TZVPD basis set",
  "elements": ["C", "C", "Cl", "C", "C", "S", "H", "H", "H", "H", "H", "H", "H", "H", "H"],
  "coordinates": [[-1.04, -0.55, 1.95], [-0.07, -0.05, 0.86], [1.49, -1.00, 0.92], [-0.54, -0.02, -0.62], [0.52, 0.66, -1.50], [1.35, -0.40, -2.62], [-0.62, -0.21, 2.94], [-1.32, -1.59, 1.87], [-1.92, 0.01, 1.92], [0.33, 0.93, 1.17], [-0.78, -0.99, -0.91], [-1.42, 0.61, -0.54], [1.34, 0.85, -0.86], [0.10, 1.56, -2.04], [2.59, 0.19, -2.55]],
  "lowdin_charge": [-0.12, -0.70, 0.57, -0.29, -0.65, 0.69, 0.10, 0.08, 0.05, 0.09, 0.08, 0.11, 0.01, 0.09, -0.11],
  "gap_ev": 9.71,
  "homo_ev": -8.8,
  "total_charge": 0,
  "smiles": "C[C@@H](Cl)CCS"
}


{
  "formula": "C4H9CoNOPS3Sb",
  "method": "ωB97M-V with the def2-TZVPD basis set",
  "elements": ["Co", "S", "Sb", "S", "S", "O", "C", "N", "C", "P", "C", "C", "H", "H", "H", "H", "H", "H", "H", "H", "H"],
  "coordinates": [[0.33, 0.07, 0.00], [-2.38, 0.03, -3.26], [-0.68, 1.53, -2.62], [1.04, -0.10, -2.10], [-1.19, 1.68, -0.27], [2.74, 1.03, 3.32], [2.18, 0.73, 2.31], [1.64, 0.41, 1.31], [-0.82, -3.30, -0.50], [-0.86, -1.88, 0.61], [-0.27, -2.53, 2.20], [-2.63, -1.59, 0.89], [-1.37, -4.14, -0.07], [0.21, -3.60, -0.68], [-1.27, -3.02, -1.46], [-0.88, -3.38, 2.51], [-0.32, -1.74, 2.95], [0.77, -2.84, 2.10], [-3.10, -2.48, 1.31], [-3.12, -1.33, -0.06], [-2.76, -0.75, 1.57]],
  "lowdin_charge": [-0.16, -0.07, 0.31, 0.02, -0.03, 0.07, -0.50, -0.03, -0.26, 0.74, -0.26, -0.26, 0.05, 0.05, 0.04, 0.05, 0.05, 0.05, 0.05, 0.04, 0.04],
  "gap_ev": [8.85, 5.75],
  "homo_ev": [-8.8, -8.7],
  "multiplicity": 6,
  "total_charge": 0
}


{
  "formula": "C4H9CoO3",
  "method": "ωB97M-V with the def2-TZVPD basis set",
  "elements": ["O", "C", "C", "C", "C", "O", "H", "H", "H", "H", "H", "H", "H", "H", "Co", "O", "H"],
  "coordinates": [[1.68, 0.19, -0.16], [0.25, 0.40, -0.19], [-0.46, -0.90, 0.13], [-1.95, -0.83, -0.21], [-2.76, 0.06, 0.70], [-3.58, 0.86, 0.32], [2.02, -0.29, 0.65], [-0.02, 0.77, -1.18], [0.02, 1.17, 0.56], [-0.33, -1.15, 1.19], [-0.03, -1.72, -0.47], [-2.13, -0.54, -1.25], [-2.57, -0.08, 1.79], [-2.38, -1.84, -0.08], [2.95, 0.73, -1.29], [4.59, 0.13, -1.11], [5.32, 0.52, -0.63]],
  "lowdin_charge": [-0.18, -0.18, -0.18, -0.15, -0.27, 0.08, 0.19, 0.14, 0.15, 0.13, 0.13, 0.13, 0.14, 0.14, 1.03, -0.30, 0.01],
  "gap_ev": [7.86, 6.86],
  "homo_ev": [-13.0, -13.0],
  "multiplicity": 4,
  "total_charge": 1
}


{
  "formula": "C4H9F2NO",
  "method": "ωB97M-V with the def2-TZVPD basis set",
  "elements": ["C", "C", "N", "C", "O", "C", "F", "F", "H", "H", "H", "H", "H", "H", "H", "H", "H"],
  "coordinates": [[-0.99, 0.94, 0.83], [-0.35, -0.10, -0.12], [-1.23, -1.11, -0.55], [0.22, 0.70, -1.30], [-0.79, 1.38, -1.98], [0.84, -0.78, 0.57], [1.76, 0.23, 0.83], [0.57, -1.36, 1.77], [-0.09, 1.30, 1.52], [-1.60, 1.73, 0.24], [-1.70, 0.23, 1.50], [-1.47, -1.70, 0.24], [-2.13, -0.70, -0.91], [0.71, 0.00, -2.07], [1.05, 1.35, -0.99], [-0.48, 1.59, -2.94], [1.31, -1.46, -0.09]],
  "lowdin_charge": [-0.02, -0.58, 0.08, -0.25, -0.09, -0.33, 0.02, 0.07, 0.12, 0.11, 0.12, 0.08, 0.12, 0.14, 0.12, 0.15, 0.15],
  "gap_ev": 10.28,
  "homo_ev": -9.6,
  "total_charge": 0,
  "smiles": "C[C@@](N)(CO)C(F)F"
}


{
  "formula": "C4H9F2NO",
  "method": "ωB97M-V with the def2-TZVPD basis set",
  "elements": ["C", "C", "C", "C", "N", "O", "F", "F", "H", "H", "H", "H", "H", "H", "H", "H", "H"],
  "coordinates": [[1.26, 0.29, 1.27], [-2.00, 0.33, -0.63], [-0.25, 0.10, 1.03], [-0.59, 0.60, -0.32], [0.65, -1.84, -1.43], [0.22, 1.13, -1.17], [1.70, -1.05, -1.95], [1.33, -2.77, -0.58], [1.85, -0.22, 0.41], [1.44, 0.01, 2.26], [1.59, 1.44, 1.23], [-2.24, 0.62, -1.69], [-2.68, 0.98, 0.10], [-2.16, -0.69, -0.40], [-0.43, -1.06, 1.11], [-0.83, 0.68, 1.69], [1.15, 1.43, -0.94]],
  "lowdin_charge": [-0.10, -0.03, -0.23, -0.41, 0.03, 0.09, -0.16, -0.16, 0.09, 0.04, 0.12, 0.11, 0.13, 0.06, 0.16, 0.10, 0.16],
  "gap_ev": [5.20, 9.38],
  "homo_ev": [-6.1, -8.9],
  "total_charge": 0
}


{
  "formula": "C4H9FN2",
  "method": "ωB97M-V with the def2-TZVPD basis set",
  "elements": ["C", "C", "C", "C", "N", "N", "F", "H", "H", "H", "H", "H", "H", "H", "H", "H"],
  "coordinates": [[-1.95, -0.13, 0.22], [1.87, -0.21, 0.48], [-0.61, 0.48, -0.07], [0.52, -0.52, 0.93], [0.24, 1.17, -2.06], [-0.21, 0.18, -1.46], [0.14, -1.81, 0.72], [-2.81, 0.27, -0.35], [-1.77, -1.21, -0.01], [-2.07, -0.05, 1.30], [2.01, -0.94, -0.26], [2.52, -0.26, 1.31], [1.95, 0.84, 0.19], [-0.47, 1.48, 0.24], [0.09, -0.26, 1.90], [0.56, 0.97, -3.08]],
  "lowdin_charge": [-0.09, -0.05, -0.29, -0.32, 0.02, -0.06, -0.02, 0.09, 0.08, 0.07, 0.08, 0.06, 0.09, 0.10, 0.13, 0.12],
  "gap_ev": [7.89, 8.38],
  "homo_ev": [-6.6, -9.7],
  "multiplicity": 3,
  "total_charge": 0
}


{
  "formula": "C4H9FN2O",
  "method": "ωB97M-V with the def2-TZVPD basis set",
  "elements": ["C", "C", "C", "C", "H", "H", "H", "H", "H", "H", "H", "H", "H", "N", "N", "O", "F"],
  "coordinates": [[1.41, -1.10, -0.05], [0.52, -0.49, -1.08], [0.32, 1.08, -1.03], [-1.68, 0.19, 1.59], [2.34, -0.52, 0.09], [1.44, -2.07, -0.61], [0.91, -1.55, 0.92], [-0.42, -1.13, -1.06], [1.35, 1.64, -0.96], [-0.22, 1.41, -1.96], [-2.22, 1.05, -0.46], [-2.78, 0.12, 1.73], [0.11, -0.02, 2.18], [-1.35, 0.60, 0.36], [-0.86, -0.16, 2.46], [-0.19, 1.42, 0.24], [1.32, -0.47, -2.34]],
  "lowdin_charge": [-0.06, -0.32, -0.18, -0.37, 0.09, 0.09, 0.11, 0.15, 0.17, 0.13, 0.27, 0.12, 0.03, -0.08, 0.10, -0.14, -0.11],
  "gap_ev": 9.77,
  "homo_ev": -9.3,
  "total_charge": 0
}


Short version: DFT total energy = -672.2843; -727.3550; -802.6549; -1016.1614; -3446.7763; -1765.9564; -487.5052; -487.2687; -367.0044; -442.2626 Eh, in the order given.